Density functional theory data (ωB97M-V with the def2-TZVPD basis set) for a structure of composition C21H23Cl3FN3O3RuSi.

Last column: Mulliken spin population.
Positions of all 56 atoms, in Å:
H -2.09 -5.38 -0.18  0.000
H -6.69 -2.19 2.03  0.000
C -6.50 -7.49 1.28  0.000
H -5.57 -8.07 1.26  0.000
H -6.71 -3.95 0.88  0.000
C 0.19 2.68 0.49  -0.042
C -1.50 -0.33 0.95  -0.008
O -1.04 -3.28 0.22  0.000
C -4.63 -3.33 0.74  0.000
O -1.87 0.73 1.44  0.014
H -6.42 -0.41 -0.45  0.000
C -2.14 -2.84 0.49  0.006
C -5.46 -5.55 0.29  0.000
C -6.94 -1.16 0.13  0.000
H -6.02 -0.58 1.99  0.000
H 0.09 2.53 2.71  0.017
H -8.12 -8.78 2.02  0.000
H 1.23 2.80 -1.49  0.010
C -4.15 -5.95 -0.01  0.000
H -8.88 -6.71 -1.55  0.000
Cl 2.80 -1.17 0.92  0.024
H -9.61 -8.22 0.29  0.000
N -8.72 -7.73 0.28  0.000
Cl 1.39 -2.09 -2.06  0.007
C 2.10 2.42 1.72  -0.039
C -3.76 -1.16 1.15  -0.003
C -3.33 -3.75 0.42  0.000
H -6.56 -6.38 -1.87  0.000
N -4.82 -2.01 1.12  0.001
C 2.48 2.49 0.35  -0.029
Cl 3.86 0.05 -2.07  0.001
H -3.98 -0.14 1.45  0.001
C -5.69 -4.24 0.66  0.001
H -6.57 -6.99 2.24  0.000
H -7.07 -2.04 -0.50  0.000
H -8.42 -8.42 -1.69  0.000
C -2.48 -1.47 0.85  0.007
H -6.13 -7.97 -1.24  0.000
F -3.95 -7.24 -0.37  0.000
C -7.68 -8.45 1.08  0.000
C -6.16 -1.48 1.40  0.000
C 0.69 2.58 1.81  0.120
C -8.25 -7.50 -1.13  0.000
H -7.93 -0.78 0.38  0.000
H -7.41 -9.33 0.49  0.000
C -3.10 -5.08 0.05  0.000
H -8.86 -6.81 0.71  0.000
Ru 1.21 0.74 0.54  0.886
C -6.77 -7.10 -1.07  0.000
O -0.34 -0.58 0.46  -0.028
H 2.77 2.27 2.55  0.000
Si 2.18 -0.53 -1.05  0.025
N -6.55 -6.48 0.23  0.000
H -0.85 2.75 0.23  -0.001
H 3.49 2.46 -0.04  -0.004
C 1.29 2.68 -0.42  0.035

Results
- electronic energy (eV) = -83505.6826
- frontier orbital gap (spin up / spin down) (eV) = 6.59 / 7.18
- energy relative to the best compared isomer or geometry (same formula, charge and spin) (eV) = 0.7100
- LUMO level (spin up / spin down) (eV) = -3.15 / -3.15
- net charge = +1
- E_HOMO (spin up / spin down) (eV) = -9.736 / -10.326
- spin multiplicity = 2
- strongest force on any atom (hartree/bohr) = 0.007

Density functional theory data (ωB97M-V with the def2-TZVPD basis set) for an isolated molecule of CH4IO2PS at a distorted geometry.

Last column: Mulliken spin population.
Positions of all 10 atoms, in Å:
H -0.53 1.19 -0.88  -0.003
H -1.82 -0.10 -0.98  0.001
H -0.34 -0.58 2.07  0.018
H -0.60 0.13 -2.22  0.003
O 0.16 1.46 0.67  0.529
C -0.82 0.24 -1.20  0.018
P 0.45 -0.21 0.98  0.027
S 1.97 1.18 0.71  1.401
O -0.11 -0.79 -0.37  0.003
I 1.65 -2.51 1.23  0.003

Results
- electronic energy (eV) = -33417.7344
- frontier orbital gap (spin up / spin down) (eV) = 7.37 / 6.22
- energy relative to the best compared isomer or geometry (same formula, charge and spin) (eV) = 1.4975
- LUMO level (spin up / spin down) (eV) = -0.37 / -2.88
- E_HOMO (spin up / spin down) (eV) = -7.737 / -9.103
- spin multiplicity = 3
- strongest force on any atom (hartree/bohr) = 0.054

Density functional theory data (ωB97M-V with the def2-TZVPD basis set) for a structure of composition C4H6O2S at a distorted geometry.

Last column: Mulliken spin population.
Positions of all 13 atoms, in Å:
H -0.70 -1.40 -1.01  -0.005
H -0.98 1.11 -1.20  0.002
O -2.46 -2.58 2.94  0.250
C -0.51 -1.69 1.45  0.942
H 1.55 0.18 0.47  -0.001
H -1.02 1.32 0.53  0.011
S -2.10 -2.01 1.63  0.561
H 1.41 0.17 -1.30  -0.003
C 0.78 0.14 -0.37  -0.030
H -0.22 -1.30 2.39  0.050
C -0.30 -0.73 -0.31  -0.020
C -0.54 0.69 -0.27  0.037
O -2.89 -2.36 0.48  0.205

Results
- electronic energy (eV) = -19167.5510
- frontier orbital gap (spin up / spin down) (eV) = 8.01 / 8.07
- energy relative to the best compared isomer or geometry (same formula, charge and spin) (eV) = 4.4616
- LUMO level (spin up / spin down) (eV) = 0.53 / -2.79
- E_HOMO (spin up / spin down) (eV) = -7.485 / -10.856
- spin multiplicity = 3
- strongest force on any atom (hartree/bohr) = 0.137

Density functional theory data (ωB97M-V with the def2-TZVPD basis set) for an isolated molecule of C7H13O3P at a distorted geometry.

Last column: Mulliken charge in e.
Positions of all 24 atoms, in Å:
H 0.66 -3.22 0.19  0.300
H 0.37 2.58 -1.01  0.301
H -1.95 1.51 -2.37  0.366
H -0.97 -0.89 1.77  0.405
H -0.68 2.16 1.07  0.364
C -0.09 0.35 0.03  0.138
O -0.23 -1.44 2.02  -0.527
H 0.49 0.15 2.97  0.325
P -0.94 -0.96 -0.68  0.640
H 1.90 -0.30 0.22  0.452
C 0.82 -0.51 2.14  -0.593
C 0.33 -1.78 -1.40  -0.174
O -2.26 -0.72 -1.32  -0.737
H 0.79 -1.45 -2.36  0.296
C 1.03 -2.73 -0.69  -0.662
H -1.12 3.38 -1.05  0.383
H 1.64 1.12 1.04  0.544
C -0.71 2.37 -1.06  -0.727
H 1.85 -3.14 -1.22  0.295
H 1.66 -1.10 2.56  0.338
C -0.96 1.54 0.19  -0.804
O -0.92 1.66 -2.24  -0.506
H -1.92 1.20 0.38  0.478
C 1.21 0.23 0.83  -0.897

Results
- electronic energy (eV) = -22897.4764
- frontier orbital gap (spin up / spin down) (eV) = 7.91 / 7.91
- energy relative to the best compared isomer or geometry (same formula, charge and spin) (eV) = 3.0453
- LUMO level (spin up / spin down) (eV) = -0.19 / -0.19
- E_HOMO (spin up / spin down) (eV) = -8.095 / -8.097
- spin multiplicity = 1
- strongest force on any atom (hartree/bohr) = 0.096